{
  "formula": "C11H26AlBBeCl5CsF6GaILiO7",
  "method": "the ωB97M-V functional and the def2-TZVPD basis",
  "elements": ["C", "C", "C", "Ga", "I", "H", "H", "H", "H", "H", "H", "H", "H", "H", "O", "H", "H", "Cs", "Li", "F", "Al", "F", "F", "F", "C", "C", "O", "C", "C", "H", "H", "H", "H", "H", "H", "H", "H", "H", "H", "O", "H", "H", "Be", "C", "Cl", "Cl", "Cl", "H", "B", "O", "C", "O", "C", "O", "O", "F", "F", "C", "Cl", "Cl", "H", "H"],
  "positions_angstrom": [[-1.685, -4.919, 1.023], [-1.101, -3.426, 0.732], [-1.425, -2.377, 1.921], [-0.309, -3.039, 3.569], [-3.565, -2.319, 2.302], [-1.138, -5.706, 0.337], [-2.834, -4.922, 0.819], [-1.540, -5.281, 2.100], [-1.611, -2.978, -0.218], [0.043, -3.459, 0.549], [-1.125, -1.344, 1.604], [-1.038, -2.559, 4.903], [-0.047, -4.623, 3.570], [1.135, -2.338, 3.366], [-4.743, -5.643, -0.257], [-5.359, -6.345, -0.017], [-5.098, -4.860, 0.182], [-1.536, -5.786, -1.191], [-0.496, -6.092, 4.427], [5.416, -6.260, 2.660], [4.204, -5.036, 2.988], [2.859, -5.765, 3.865], [3.595, -4.379, 1.472], [4.898, -3.749, 3.957], [-2.090, 1.367, 2.788], [-1.605, 1.689, 1.392], [-1.420, 3.078, 1.144], [-0.486, 3.717, 1.969], [0.921, 3.156, 1.883], [-3.026, 1.886, 3.002], [-2.248, 0.295, 2.885], [-1.362, 1.663, 3.548], [-2.344, 1.339, 0.674], [-0.681, 1.147, 1.168], [-0.846, 3.720, 3.014], [-0.461, 4.784, 1.631], [0.958, 2.122, 2.226], [1.602, 3.743, 2.500], [1.276, 3.179, 0.853], [-2.144, -0.252, -0.788], [-1.213, 0.001, -0.791], [-2.202, -0.924, -0.096], [-1.464, 5.800, 2.114], [-0.259, -1.200, -4.969], [0.613, 0.050, -5.865], [0.620, -2.737, -4.990], [-0.550, -0.672, -3.302], [-1.217, -1.359, -5.455], [2.346, 4.394, -2.567], [1.788, 5.437, -3.458], [1.074, 6.259, -2.717], [0.483, 7.217, -3.132], [1.117, 5.807, -1.300], [0.564, 6.340, -0.370], [1.858, 4.721, -1.207], [3.753, 4.427, -2.603], [1.873, 3.123, -2.958], [3.438, 4.124, -6.200], [4.999, 3.308, -6.070], [2.099, 2.983, -6.023], [3.366, 4.874, -5.417], [3.369, 4.599, -7.175]],
  "forces_ev_per_a": [[0.382, 0.774, 3.924], [-0.451, 0.334, -0.159], [0.683, -1.231, -1.416], [0.257, 1.198, 0.814], [0.614, -0.026, -0.091], [0.293, 3.053, 10.760], [2.114, -0.320, 0.311], [-0.226, 1.149, -1.333], [0.929, -1.058, 1.241], [-1.757, 0.098, 0.436], [-0.262, -0.983, 0.372], [-0.049, -0.247, -0.116], [-0.281, -0.473, -0.121], [-0.339, -0.122, -0.213], [0.073, 0.018, 0.143], [0.024, -0.021, -0.107], [-0.012, 0.027, -0.097], [-1.931, -2.457, -14.545], [0.698, 0.345, 0.091], [-1.300, 1.073, 0.286], [0.889, 0.183, -0.048], [0.365, 0.408, -0.587], [0.144, -0.591, 1.214], [-0.830, -1.158, -0.865], [0.236, 0.490, 0.203], [-0.368, -0.897, 0.265], [0.138, 1.527, 0.046], [-1.029, -2.400, 0.561], [0.578, 0.819, -0.179], [-0.044, -0.122, -0.036], [-0.044, 0.030, 0.040], [0.004, -0.167, 0.084], [0.113, 0.432, -0.077], [0.091, 0.137, 0.023], [0.051, 0.067, 0.307], [0.827, 0.905, -1.107], [-0.320, 0.110, 0.193], [0.042, -0.062, -0.015], [-0.055, 0.123, -0.039], [0.027, -0.273, 0.152], [-0.038, -0.018, -0.149], [-0.121, 0.080, -0.114], [0.534, -0.571, -0.624], [0.257, 0.315, -0.233], [-0.161, -0.363, 0.165], [-0.058, 0.048, 0.020], [-0.108, -0.203, -0.257], [0.077, 0.031, 0.143], [1.975, -2.423, -1.446], [-0.471, 0.405, 1.046], [0.024, 1.121, -3.463], [-0.102, -0.150, 0.691], [1.097, -2.112, 2.378], [-0.997, 0.552, 0.603], [-1.148, 1.332, 0.224], [-1.190, 0.157, 0.162], [0.123, 1.053, 0.661], [0.049, 0.205, -0.050], [0.024, 0.072, -0.025], [-0.059, 0.126, -0.146], [0.002, -0.183, 0.038], [0.015, -0.167, 0.059]],
  "gap_ev": 1.6,
  "e_homo_ev": -11.29,
  "total_charge": 1,
  "lumo_energy_ev": -9.67
}